15
Properties=species:S:1:pos:R:3:forces:R:3:mulliken_charge:R:1 method="wB97M-V/def2-TZVPD" charge=0 homo_lumo_gap_ev=10.708 spin_multiplicity=1 relative_energy_ev=1.049 smiles=O.O.O.O.O e_tot_ha=-382.1856
O -5.49901 20.12859 9.46049 -0.276 -0.123 -0.228 -0.657
H -6.41478 20.39212 9.25132 0.398 0.044 0.267 0.352
H -5.11720 19.85839 8.61615 0.102 0.158 0.046 0.353
O -8.10413 21.20500 9.16252 -0.412 -0.007 -0.412 -0.668
H -8.57942 21.22675 8.32206 0.129 0.059 0.081 0.310
H -8.62657 21.75131 9.75919 0.223 0.006 0.074 0.297
O -4.75277 20.82613 12.33772 0.036 -0.068 -0.061 -0.645
H -4.11116 21.50240 12.10122 -0.049 -0.039 -0.023 0.305
H -4.97259 20.39733 11.49684 -0.016 0.120 -0.019 0.352
O -9.14901 19.58063 11.39403 -0.127 -0.083 0.055 -0.615
H -8.98408 19.34636 10.47442 0.104 0.096 0.057 0.342
H -9.73250 20.34348 11.35172 -0.051 -0.088 0.067 0.282
O -3.79962 19.46964 6.66546 -0.063 -0.126 0.260 -0.671
H -3.95299 18.56667 6.96982 0.093 0.044 -0.133 0.332
H -2.89964 19.67222 6.94710 -0.091 0.007 -0.031 0.331

73
Properties=species:S:1:pos:R:3:forces:R:3:mulliken_charge:R:1 method="wB97M-V/def2-TZVPD" charge=0 homo_lumo_gap_ev="5.137 / 5.137" spin_multiplicity=2 relative_energy_ev=2.091 e_tot_ha=-6881.7793
Yb 0.00000 0.00000 0.00000 1.833 1.848 1.946 -0.506
C -1.10980 -0.80550 -2.96320 0.350 0.255 -0.072 -1.429
C -2.00200 -1.45520 -1.95260 -1.191 -0.863 0.595 1.186
C -3.09150 -2.24900 -2.33900 0.093 0.062 0.620 -0.962
C -3.89280 -2.83290 -1.35350 0.485 0.360 0.114 -0.300
C -3.60210 -2.62120 -0.00240 0.256 0.188 -0.454 -0.891
C -2.50730 -1.82330 0.33860 -0.336 -0.288 -1.255 0.147
N -1.74580 -1.26880 -0.63060 -0.881 -0.583 -1.299 0.291
Sb -1.97600 -1.43510 2.35310 0.265 0.386 1.026 0.953
C 0.09310 -2.09250 2.14860 1.152 -1.058 -0.464 0.356
C 0.64530 -2.80040 3.22030 -0.265 0.095 -0.325 -1.156
C 1.95410 -3.27600 3.13220 0.169 0.427 -0.654 -0.544
C 2.70150 -3.04550 1.97730 -0.448 -0.106 0.472 -0.812
C 2.12180 -2.34160 0.91420 -1.164 -0.658 0.768 0.983
C 2.90240 -2.07740 -0.33270 -0.222 -4.391 -1.524 -0.760
N 0.84060 -1.89410 1.02090 0.309 -1.611 0.103 -0.022
C -1.97870 0.73520 2.14130 -0.789 1.579 -0.033 0.357
C -2.50960 1.47800 3.19980 0.201 -0.760 -0.461 -1.089
C -2.56860 2.86850 3.10590 0.449 0.554 -1.057 -0.609
C -2.10050 3.50890 1.95790 -1.267 -0.536 0.935 -0.757
C -1.58050 2.74050 0.90690 -1.561 -1.165 0.477 0.819
C -1.06410 3.38510 -0.34080 -3.730 2.441 -1.364 -1.085
N -1.54150 1.38500 1.02060 -1.666 0.557 -0.286 0.079
H -1.42960 -1.03840 -4.00090 0.262 0.189 0.737 0.405
H -0.06870 -1.16540 -2.82260 -0.406 0.231 -0.235 0.273
H -1.13320 0.29570 -2.82240 0.091 -0.463 -0.230 0.293
H -3.31680 -2.41380 -3.38550 0.097 0.071 0.044 0.420
H -4.73680 -3.44800 -1.63740 0.005 0.004 -0.005 0.415
H -4.21740 -3.06970 0.76570 0.038 0.026 0.036 0.421
H 0.06220 -2.98420 4.11310 -0.043 0.010 -0.004 0.354
H 2.38760 -3.82370 3.95880 0.015 0.018 0.012 0.423
H 3.71870 -3.41130 1.90990 -0.056 0.059 -0.134 0.435
H 2.29040 -1.50750 -1.06330 0.857 -2.340 -0.281 0.147
H 3.20880 -3.03840 -0.79500 0.163 -0.634 0.324 0.683
H 3.80830 -1.48420 -0.08740 -1.195 -3.170 0.049 -0.183
H -2.87820 0.97930 4.08690 -0.014 -0.048 -0.003 0.354
H -2.97840 3.44920 3.92260 0.048 0.007 0.000 0.403
H -2.14500 4.58860 1.89060 0.091 -0.090 -0.130 0.416
H -1.15600 4.49150 -0.29610 -0.584 -0.651 0.028 0.349
H -1.63860 3.01460 -1.21530 0.271 0.127 0.260 0.312
H 0.00710 3.12490 -0.47280 -4.197 1.330 -3.343 -0.129
Br 2.22540 8.23040 1.25420 0.015 0.005 -0.026 -0.164
C 2.04250 6.61480 0.29810 -0.205 -0.763 -0.160 -0.153
C 2.47940 6.51560 -1.01420 0.148 -0.580 -0.915 -0.252
N 2.38190 5.39230 -1.76200 -0.688 -0.209 1.600 -0.677
C 1.81420 4.31620 -1.15170 0.773 0.883 -0.695 -0.065
C 1.34410 4.31040 0.15810 1.317 1.127 -0.074 0.596
C 1.46800 5.49870 0.89140 -0.135 -0.355 0.183 -0.525
C 0.73170 3.07370 0.74760 2.849 0.721 6.231 0.829
O 0.32720 3.14980 1.94930 2.243 -0.322 -2.612 -0.710
O 0.66590 2.04950 0.00000 3.957 -3.438 0.782 -0.249
H 2.93500 7.35880 -1.52270 -0.029 0.042 0.145 0.428
H 1.74290 3.42040 -1.76620 0.051 0.116 0.155 0.537
H 1.10970 5.52590 1.91820 0.084 -0.048 -0.181 0.560
S 8.17340 -0.20670 -1.30360 -0.693 0.426 0.363 -0.360
C 6.63970 0.21760 -0.77970 0.521 1.044 0.092 0.281
S 5.33720 -0.96490 -0.91300 1.983 0.583 -0.512 -0.331
C 4.25470 0.21780 -0.26460 -1.081 2.596 0.206 0.246
N 4.76630 1.36170 0.04060 0.718 -0.145 -0.326 -0.576
N 6.12670 1.39760 -0.23170 0.239 -1.373 -0.433 0.468
C 6.75430 2.64870 0.09560 0.361 0.871 0.245 0.429
C 5.96070 3.70840 0.58630 -0.487 0.083 0.059 -0.047
C 6.50140 4.95470 0.92460 0.010 -0.784 -0.271 -0.773
C 7.86290 5.17950 0.78270 0.216 0.015 -0.031 -0.306
C 8.67370 4.15610 0.30730 -0.665 -0.233 0.032 -0.844
C 8.12450 2.90810 -0.02900 0.523 -0.001 -0.044 -0.241
S 2.58760 0.00000 0.00000 -0.350 8.442 2.038 -0.231
H 4.88620 3.57460 0.71200 0.376 -0.111 -0.094 0.438
H 5.84750 5.73810 1.29700 0.041 -0.159 -0.063 0.411
H 8.28930 6.14330 1.04310 -0.027 -0.096 -0.031 0.370
H 9.74270 4.31760 0.19580 -0.181 -0.123 -0.012 0.357
H 8.82640 2.16520 -0.37720 -0.297 -0.202 -0.065 0.201
H 0.00000 0.00000 1.98280 0.927 0.576 -0.520 0.314